The following is a DFT calculation (ωB97M-V/def2-TZVPD) of a 12-piece molecular cluster, C34H93NO37P8 overall.

E_tot   -188337.930 eV
HOMO   -9.22 eV
Charge   0
HOMO-LUMO gap   9.60 eV
SMILES string   COP(=O)(OC)OC.COP(=O)(OC)OC.COP(=O)(OC)OC.COP(=O)(OC)OC.COP(=O)(OC)OC.COP(=O)(OC)OC.COP(=O)(OC)OC.COP(=O)(OC)OC.C[N+](=O)[O-].CC(C)=O.CC(C)=O.CC(C)=O

Geometry as XYZ:
```
173
Properties=species:S:1:pos:R:3:forces:R:3:mulliken_charge:R:1
C 2.324454 -2.868104 0.138895 2.2 0.8 0.6 0.5125
O 2.020749 -3.782857 -0.885943 -1.3 1.1 0.5 0.8428
P 3.042277 -4.698675 -1.568377 2.5 -1.1 -1.5 0.3057
O 4.435514 -4.185101 -1.565521 -0.8 -0.2 0.5 -0.7102
O 2.820255 -6.170220 -1.035291 0.8 -0.1 1.5 -0.4025
C 3.569929 -6.611045 0.176234 -0.1 -1.5 -1.1 -0.8371
O 2.427214 -4.862884 -3.014332 -0.5 1.1 -0.3 -0.4169
C 2.154585 -3.583034 -3.728898 -0.4 -2.7 -0.6 -0.3258
H 1.812018 -1.933543 -0.050767 -0.4 -0.1 0.1 -0.7006
H 3.440209 -2.617240 0.218203 -1.3 -0.6 -0.5 -0.2517
H 2.087951 -3.342494 1.072567 -0.5 0.1 0.6 0.2966
H 4.611247 -6.316154 0.179036 0.1 0.3 -0.4 0.3452
H 3.516985 -7.720928 0.177766 0.0 0.7 -0.3 0.3328
H 3.152623 -6.324335 1.114606 -0.7 0.8 0.4 0.2881
H 1.776556 -3.964425 -4.701195 0.8 0.6 0.3 0.2301
H 3.043663 -2.988775 -3.747288 0.4 0.4 -0.3 0.3927
H 1.321931 -3.083146 -3.295447 -0.4 0.6 0.8 -0.1396
C -1.210987 5.289077 -5.836962 0.4 -0.2 -0.3 -0.7208
O -1.542853 3.994359 -5.267767 -0.4 1.2 1.4 -0.2597
P -2.532130 4.092203 -3.985863 -0.1 -2.2 -0.3 0.6787
O -3.483285 5.208676 -4.040962 0.3 -0.2 0.1 -0.7638
O -3.175889 2.581341 -4.034861 1.2 1.7 -0.2 -0.0749
C -4.313697 2.545204 -4.925495 -1.5 -0.3 3.5 -0.7857
O -1.602921 3.979668 -2.718529 0.0 0.1 -0.6 0.0949
C -2.087646 3.565990 -1.412856 -1.3 0.8 -0.3 -0.4592
H -2.088262 5.697204 -6.339780 0.0 0.2 0.4 0.2975
H -0.505684 5.027164 -6.614621 0.4 0.2 -0.1 0.2670
H -0.740077 6.014267 -5.123530 -0.6 -0.8 -0.4 0.2714
H -4.362816 1.599304 -5.425513 0.4 -0.1 -0.8 0.2369
H -4.385929 3.498799 -5.396280 -0.3 0.1 -1.3 0.3797
H -5.141418 2.519321 -4.154704 0.2 0.0 -1.3 0.2497
H -2.655483 4.441491 -0.940673 0.9 -1.3 -0.6 0.2928
H -1.169746 3.311941 -0.914240 0.0 -0.1 0.7 0.0293
H -2.750602 2.673272 -1.518064 0.6 0.8 0.2 0.2261
C -0.803202 -4.784817 1.789092 0.1 -0.4 -0.7 0.0375
O -1.091391 -5.547750 0.530303 -1.3 1.5 1.0 -0.3855
P -2.358402 -5.076381 -0.444819 3.0 -1.2 1.6 0.4376
O -2.843756 -3.741192 -0.169584 -0.3 1.1 0.1 -0.2471
O -1.656164 -5.408286 -1.806885 -0.9 -0.1 -0.5 -0.4416
C -0.856803 -4.421139 -2.478322 -0.6 0.9 0.6 0.0051
O -3.485308 -6.138318 -0.257162 0.2 0.1 0.2 -0.3797
C -3.464427 -7.451479 -0.773248 -1.5 -0.3 -2.0 -0.7594
H -0.726766 -3.708528 1.597590 -0.1 -0.3 -0.3 -0.4692
H 0.181589 -5.141961 2.117784 -0.4 0.0 -0.2 0.2885
H -1.527097 -4.917831 2.616577 0.1 -0.3 -0.7 0.3722
H -0.375630 -4.928945 -3.267279 0.7 -0.6 -0.8 0.4063
H -0.133159 -3.981972 -1.790850 0.0 -0.1 -0.1 -0.2676
H -1.489472 -3.631710 -2.904905 0.0 -0.2 0.2 0.2897
H -2.577392 -7.746057 -1.339332 0.2 0.3 0.5 0.3020
H -4.309222 -7.461162 -1.506082 0.6 -0.2 0.4 0.2734
H -3.742968 -8.160745 -0.021817 0.3 -0.3 0.7 0.2888
C -6.587180 -3.789424 -4.482359 -1.8 0.0 -0.3 -0.7501
O -6.817943 -3.083561 -3.252670 1.0 0.3 -0.4 -0.4129
P -5.964570 -1.706034 -3.060186 0.0 -1.8 0.9 0.6517
O -4.691276 -1.571428 -3.756386 0.2 -0.4 -0.1 -0.6920
O -6.957629 -0.605744 -3.482378 -1.3 1.5 -0.1 -0.3359
C -8.171525 -0.484545 -2.686405 0.1 -1.0 -1.5 -0.6006
O -6.003590 -1.611425 -1.490453 0.4 -0.7 1.6 0.4434
C -5.888426 -2.736104 -0.501887 0.3 -0.7 -2.5 -0.1443
H -7.486836 -4.389797 -4.729061 0.4 0.2 0.5 0.2471
H -5.747957 -4.430943 -4.414875 0.9 -0.5 0.1 0.2594
H -6.491747 -3.103650 -5.304113 0.4 0.4 -0.4 0.3592
H -8.944961 -0.071428 -3.327655 0.2 0.5 0.1 0.3165
H -7.929023 0.068812 -1.815852 -0.1 0.6 0.7 0.1229
H -8.507547 -1.488065 -2.456336 -0.1 -0.2 0.4 0.3119
H -6.223694 -2.411000 0.445908 -1.3 0.5 0.6 0.3335
H -4.868615 -3.025355 -0.275562 0.5 0.2 -0.8 -0.2067
H -6.390803 -3.616585 -0.988311 0.1 0.9 1.0 0.2957
C 2.938817 -2.105092 4.320810 -0.2 0.2 0.2 -0.3868
O 3.430554 -3.373534 3.842592 -0.2 0.3 0.4 -0.1935
P 4.892980 -3.788881 3.446935 0.1 1.4 -1.2 0.8241
O 4.859485 -5.172776 3.003114 0.4 -0.6 -0.4 -0.7101
O 5.299525 -2.633605 2.385329 -2.3 -0.8 1.0 0.0843
C 6.450595 -2.686567 1.596178 1.9 -0.6 1.3 -0.6615
O 5.923546 -3.503278 4.624710 -0.4 -0.7 0.5 -0.3311
C 5.923027 -4.565194 5.644583 0.4 0.2 -0.3 -0.7323
H 3.626472 -1.293169 4.088870 -0.1 -0.1 -0.2 0.2425
H 2.841768 -2.120817 5.423337 -0.1 -0.2 -0.6 0.3048
H 1.947502 -1.934926 3.839009 0.9 -0.1 0.4 0.0700
H 6.699088 -3.716766 1.318913 -0.2 0.2 -0.3 0.3261
H 7.222352 -2.357604 2.321340 0.3 0.1 -1.1 0.3487
H 6.374926 -2.050006 0.723234 -0.2 0.1 0.1 -0.0288
H 6.217847 -4.089559 6.578217 0.4 -0.2 -0.2 0.2566
H 6.528102 -5.441797 5.331359 0.0 0.9 0.2 0.2577
H 4.936685 -4.951085 5.796716 -0.8 -0.1 0.0 0.3505
C 1.483944 3.828317 -2.953570 -1.3 0.9 0.0 -0.5820
O 2.812944 3.793259 -3.394491 1.6 0.2 0.1 -0.3527
P 3.852883 4.445271 -2.381011 0.9 -0.9 0.2 1.2623
O 3.864494 4.018164 -0.960664 0.0 -0.3 -1.2 -0.5227
O 5.189278 4.165847 -3.197299 1.1 0.0 0.7 -0.4131
C 6.481627 4.026085 -2.459257 -2.1 -0.6 1.6 -0.6574
O 3.580435 5.985074 -2.408173 -0.1 1.6 -0.7 -0.2373
C 3.684697 6.928086 -3.535886 0.6 -1.1 0.6 -0.7265
H 1.162824 4.877525 -2.795412 0.1 -0.4 0.1 0.3366
H 1.421238 3.290099 -2.021555 -0.5 -0.4 0.3 -0.0373
H 0.836777 3.429378 -3.732623 0.2 -0.3 0.1 0.3455
H 7.038574 4.934002 -2.503412 0.5 0.5 -0.7 0.3155
H 6.982455 3.117862 -2.781809 0.0 0.3 -0.5 0.2571
H 6.256592 3.895805 -1.365089 0.0 0.0 -1.0 0.2255
H 4.533319 6.668611 -4.176747 0.1 0.0 0.3 0.2946
H 3.826942 7.894266 -3.060680 -0.1 0.0 -0.2 0.2517
H 2.807822 6.881272 -4.163000 -0.5 0.1 0.1 0.2631
C -6.769318 1.030812 1.626381 0.4 1.0 -0.1 -0.6577
O -5.313494 0.914193 1.695234 -1.2 0.3 -1.2 0.0902
P -4.633298 1.599287 2.926511 -0.2 1.0 0.2 0.0421
O -5.297600 2.805070 3.445596 0.2 -0.5 -0.1 -0.7910
O -4.489863 0.373093 3.898370 -0.9 0.3 -0.2 -0.1807
C -4.042575 0.571903 5.206080 4.3 -0.7 1.4 -0.6653
O -3.174014 1.791417 2.413375 0.9 -0.6 -0.1 0.6777
C -2.762440 2.986948 1.762513 -2.0 1.8 1.5 -0.6671
H -7.081302 0.703571 2.597306 -0.9 0.1 0.4 0.3491
H -7.108791 0.338825 0.884317 0.0 -0.5 -0.5 0.0519
H -7.161050 2.063509 1.342087 0.9 -1.2 0.7 0.2430
H -3.550067 1.552566 5.486824 -0.5 -0.7 -1.2 0.1997
H -3.186072 -0.223743 5.288093 -1.6 1.4 0.5 0.2403
H -4.737513 0.472865 6.006912 -1.2 -0.7 0.0 0.3470
H -1.740930 2.942884 1.537351 1.4 -0.3 -0.4 0.1067
H -2.979339 3.824228 2.471651 0.5 -0.5 -0.4 0.4185
H -3.384968 3.233796 0.911744 0.0 -0.5 -0.5 0.2274
C -3.263473 -0.535516 -0.628816 2.1 -0.8 -1.7 -0.4270
O -2.213927 0.487339 -0.520957 0.1 0.0 0.2 -0.0036
P -0.671070 0.146880 -0.432554 -0.2 -0.4 -0.8 -0.1247
O 0.128497 1.374437 -0.306004 0.0 0.0 0.9 0.2698
O -0.578072 -1.064957 0.604249 0.0 0.4 1.0 0.3824
C -1.157635 -0.891776 1.964640 -0.1 -0.4 -1.1 -0.6238
O -0.228637 -0.619049 -1.761296 -0.4 -0.9 0.3 0.4472
C -0.399981 0.095107 -3.007581 0.7 0.6 1.1 -0.7872
H -2.815708 -1.533179 -0.418203 -0.5 0.6 -0.1 0.2472
H -3.575028 -0.507932 -1.699374 -0.2 -0.1 1.0 -0.0253
H -3.998592 -0.292837 0.085934 -1.0 0.4 0.5 0.1607
H -2.199171 -0.589213 1.871646 -0.1 -0.4 0.1 -0.1370
H -0.664654 -0.122160 2.484519 0.9 1.3 0.4 0.1894
H -0.989605 -1.780531 2.586145 -0.3 -0.1 -0.8 0.2967
H 0.462769 0.785850 -3.088417 -0.7 -0.2 -0.3 -0.0218
H -1.356822 0.591460 -2.939546 -0.2 0.5 -0.4 0.2664
H -0.420669 -0.596428 -3.826557 0.1 -0.5 -0.2 0.3743
C 2.879888 2.129756 1.953996 -1.5 -1.5 -0.1 0.2233
N 2.942598 1.248199 3.180562 -2.1 -0.2 -0.1 0.9836
O 4.012600 1.049358 3.659083 1.6 -0.2 0.6 -0.6189
O 1.892996 0.790052 3.670821 0.9 0.8 -1.0 -0.4510
H 2.233731 2.935456 2.270653 0.3 0.7 0.0 -0.2285
H 2.220029 1.606600 1.211300 0.9 0.2 0.5 -0.3547
H 3.900309 2.319282 1.623305 -0.4 0.2 0.1 0.3932
C 5.819167 -0.676851 -1.874730 -1.3 0.1 -0.8 -1.1259
C 4.524708 -0.044571 -2.327357 0.1 -0.4 -1.7 0.5548
C 3.453636 0.309446 -1.276018 1.9 2.0 -1.2 0.3038
O 4.374136 0.117240 -3.545857 -0.5 0.2 2.2 -0.6545
H 6.056920 -0.210546 -0.968032 0.8 0.4 1.6 0.4254
H 6.564141 -0.481188 -2.628221 0.3 -0.2 -0.2 0.3367
H 5.604461 -1.737434 -1.736885 0.3 -0.2 0.1 0.1480
H 3.737379 1.312847 -0.844748 0.2 -0.8 -0.2 0.0900
H 3.396968 -0.379038 -0.445722 -0.5 -0.3 -0.2 0.1060
H 2.634741 0.611750 -1.901672 -1.2 -0.7 0.3 -0.3106
C 2.149070 5.458913 0.687378 1.4 -1.3 0.1 -0.2066
C 1.343113 5.625379 1.913146 -1.0 -1.2 1.5 0.5178
C 1.584180 6.831628 2.786859 -0.5 1.0 1.0 -1.2314
O 0.642764 4.695509 2.361819 1.1 1.7 -1.1 -0.4458
H 2.425510 6.275436 -0.005100 -0.7 -0.3 0.5 0.4453
H 1.886127 4.509719 0.212161 -0.4 0.6 -0.4 -0.2797
H 3.135151 5.130091 1.122669 -0.5 0.5 -0.3 0.2168
H 0.624311 7.029804 3.369551 1.4 -0.3 -0.6 0.3051
H 1.800325 7.762789 2.185209 0.1 -1.0 0.7 0.3550
H 2.434781 6.592304 3.537782 -1.3 0.5 -1.3 0.2566
C -0.184144 2.574957 5.922746 2.1 -0.6 -1.2 -0.6117
C 0.201479 1.615534 7.013106 1.0 2.1 -0.7 0.8727
C 1.608826 1.706674 7.500099 0.2 -0.9 1.9 -1.1401
O -0.569767 0.835283 7.442054 -1.9 -2.1 1.1 -0.5619
H -1.224857 2.636117 5.803755 -1.4 0.0 -0.2 0.1313
H 0.299420 2.175867 4.972744 -0.7 0.5 0.9 -0.0176
H 0.262701 3.549840 6.071129 0.0 0.3 0.1 0.4332
H 1.759355 2.359674 8.379389 -0.4 0.6 -0.8 0.3316
H 2.232806 1.957769 6.679308 1.0 0.3 -0.4 0.2451
H 1.888888 0.771613 8.014995 0.0 -0.1 -0.9 0.3325
```
Positions in Å, forces in eV/Å.